No. 1
# C7H15N2

A gas-phase ion, C7H15N2 (charge +1) (ωB97M-V with the def2-TZVPD basis set, the Open Molecules 2025 dataset).

The geometry in XYZ format:
```
24
Properties=species:S:1:pos:R:3:forces:R:3
C -0.3253 -0.9369 -0.6028 1.4 0.0 1.0
C -1.5696 -0.1186 -0.1905 2.6 -0.6 0.8
C 0.2305 1.0919 0.4333 -0.1 -1.0 1.2
C -0.1268 -2.2882 -1.2185 -0.2 0.7 -3.1
C 0.2112 2.1455 -0.6710 -0.1 0.2 4.0
C -1.2496 0.3422 2.2494 -3.7 -3.5 -0.7
C 2.0863 -0.4171 -0.4553 2.3 -3.3 1.1
N -1.1197 0.8069 0.8797 0.2 -1.4 -2.2
N 0.6865 -0.2405 -0.2266 0.1 0.4 0.6
H -1.7798 0.3216 -1.1177 -0.9 1.3 -1.2
H -2.3111 -0.7847 0.0529 -2.1 -1.2 0.9
H 0.8083 1.2332 1.4044 0.0 0.3 -1.7
H 0.3911 -2.9270 -0.5428 -0.3 -0.7 1.1
H 0.7451 -2.3036 -2.0665 -2.5 0.5 1.5
H -1.1450 -2.6646 -1.5992 1.9 0.1 0.5
H -0.1481 1.7581 -1.5313 -1.4 -1.4 -2.8
H 1.2010 2.4405 -0.8658 1.0 1.3 -0.1
H -0.5499 2.8043 -0.2341 0.9 0.9 -0.7
H -1.0883 1.1440 2.8268 0.8 3.0 2.3
H -2.4041 0.0788 2.4504 2.6 0.5 -0.6
H -0.6806 -0.5179 2.6791 0.0 0.3 -1.0
H 2.5317 -1.1009 -1.1980 -1.6 -0.3 -0.3
H 2.7863 -0.7327 0.3869 -1.8 0.4 0.0
H 2.5291 0.4405 -0.7452 0.9 3.4 -0.9
```
Positions in Å, forces in eV/Å.

Computed properties:
Charge   +1
HOMO-LUMO gap   9.899 eV
Max |F|   5.13 eV Å⁻¹
Molecular weight   127.21 g/mol
Lowest unoccupied orbital energy   -3.739 eV
Highest occupied orbital energy   -13.638 eV
Structure (SMILES)   CC1=[N+](C)[C@@H](C)N(C)C1
ΔE to the lowest compared entry with this formula, charge and spin   247.4 kJ/mol

Listed below, in e, are the Löwdin charges computed for each atom: -0.152 -0.040 -0.252 0.020 0.022 -0.068 -0.010 -0.141 -0.011 0.123 0.110 0.187 0.082 0.154 0.125 0.049 0.078 0.120 0.037 0.151 0.105 0.112 0.145 0.054

=====

No. 2
# C7H15N2

A gas-phase ion, C7H15N2 (charge +1) (ωB97M-V with the def2-TZVPD basis set, the Open Molecules 2025 dataset).

The geometry in XYZ format:
```
24
Properties=species:S:1:pos:R:3:forces:R:3
C 0.2713 0.8739 1.0575 -1.4 -1.5 -2.4
C 0.1684 -0.3220 1.9763 -1.5 1.9 -0.5
C -0.6226 -0.9737 0.6956 -0.6 -0.7 0.9
C -0.0651 -2.2652 0.0986 -2.4 1.0 1.2
C 1.0078 -0.0176 -2.0858 -0.3 1.1 0.4
C -0.2349 2.2039 -1.5143 0.1 -0.9 0.0
C -0.2046 0.6380 -1.4141 -2.6 0.4 -1.3
N -0.2420 0.2604 -0.0213 1.6 1.5 3.4
N -0.4269 -0.0839 3.2471 0.7 -1.6 0.4
H 0.4733 1.9407 1.1179 0.4 -0.3 0.2
H 1.1455 -0.7598 2.2102 -0.1 -0.3 -0.7
H -1.7486 -0.9611 0.8676 1.5 0.0 -0.1
H 0.8162 -2.4615 0.5834 2.3 -0.8 1.1
H 0.1376 -2.0805 -0.8889 0.5 0.1 -2.5
H -0.7319 -3.1066 0.1666 -0.3 -0.2 0.2
H 1.3341 0.5902 -2.8915 0.5 1.2 -0.5
H 1.8262 -0.1400 -1.3883 0.2 -0.2 0.0
H 0.7911 -0.8648 -2.6567 -0.5 -2.0 -0.1
H -1.2805 2.4902 -1.4385 -0.1 0.3 -1.0
H 0.3846 2.5162 -2.3755 -1.0 0.1 0.2
H 0.1446 2.7420 -0.6624 0.8 -0.2 0.4
H -1.2671 0.2656 -1.8684 2.7 0.6 0.9
H -1.1601 0.5322 3.5629 -0.1 0.1 -1.0
H -0.5164 -1.0166 3.6221 -0.3 0.3 0.9
```
Positions in Å, forces in eV/Å.

Computed properties:
Charge   +1
HOMO-LUMO gap   8.826 eV
Max |F|   4.03 eV Å⁻¹
Molecular weight   127.21 g/mol
Lowest unoccupied orbital energy   -4.581 eV
Highest occupied orbital energy   -13.407 eV
Structure (SMILES)   CC(C)[N+]1=C[C@@H](N)[C@@H]1C
ΔE to the lowest compared entry with this formula, charge and spin   256.4 kJ/mol

Listed below, in e, are the Löwdin charges computed for each atom: 0.149 -0.255 -0.165 0.009 -0.027 -0.017 -0.321 -0.009 0.062 0.147 0.165 0.183 0.061 0.036 0.098 0.074 0.103 0.066 0.089 0.102 0.051 0.206 0.099 0.093

=====

No. 3
# C7H15N2O

A gas-phase ion, C7H15N2O (charge +1) (ωB97M-V with the def2-TZVPD basis set, the Open Molecules 2025 dataset).

The geometry in XYZ format:
```
25
Properties=species:S:1:pos:R:3:forces:R:3
C -0.0922 1.7888 1.3845 -0.3 3.3 0.1
C 1.6863 0.9539 0.4124 -0.4 -1.5 -3.0
C -1.0828 1.4355 2.4149 -3.8 3.6 1.2
C 2.4824 -0.2842 0.3006 2.1 -1.6 1.0
C -1.8357 -1.3165 -0.8901 -0.7 0.6 -4.7
C -0.4957 -1.4541 -1.6361 2.7 1.8 3.5
C 0.0824 0.0170 -1.7772 -1.4 -0.2 -2.1
N -0.6103 1.3968 0.0697 -1.5 -0.4 -1.4
N 0.1863 0.7316 -0.5574 2.5 1.3 2.4
O 1.0311 1.0113 1.5898 1.7 1.1 -1.0
H 0.0918 2.9990 1.3750 -0.1 -2.9 -0.4
H 2.0476 1.8256 -0.2661 -0.5 -0.7 2.1
H -1.1373 2.1815 3.3175 0.1 -1.0 -2.0
H -0.8151 0.5861 2.8891 0.8 -3.2 1.1
H -2.1522 1.3221 1.9862 1.8 0.3 0.7
H 1.9445 -1.1969 0.5385 -0.9 0.0 -0.6
H 3.1429 -0.4043 1.1735 0.2 0.9 0.1
H 3.2033 -0.4901 -0.5173 -1.0 0.7 0.0
H -2.0940 -2.2667 -0.6254 -1.3 -2.8 0.3
H -1.8541 -0.8413 0.0259 0.5 1.6 1.7
H -2.6519 -0.8514 -1.6207 1.7 -1.0 1.7
H -0.4416 -1.6916 -2.6587 -0.8 -1.2 -1.1
H 0.3481 -2.1061 -1.0528 -2.3 1.4 -1.3
H 0.9849 0.0263 -2.3356 1.8 -0.3 0.5
H -0.4643 0.5545 -2.5804 -0.9 0.1 1.1
```
Positions in Å, forces in eV/Å.

Computed properties:
Charge   +1
HOMO-LUMO gap   10.284 eV
Max |F|   5.37 eV Å⁻¹
Molecular weight   143.21 g/mol
Lowest unoccupied orbital energy   -4.606 eV
Highest occupied orbital energy   -14.889 eV
Structure (SMILES)   CCC[N+]1=N[C@@H](C)O[C@H]1C
ΔE to the lowest compared entry with this formula, charge and spin   511.9 kJ/mol

Listed below, in e, are the Löwdin charges computed for each atom: -0.389 -0.189 -0.018 -0.027 -0.082 -0.159 -0.156 0.207 0.011 0.023 0.230 0.201 0.140 0.044 0.132 0.089 0.109 0.115 0.039 0.026 0.147 0.089 0.157 0.114 0.149

=====

No. 4
# C7H15N2SZr

A molecular structure, C7H15N2SZr (ωB97M-V with the def2-TZVPD basis set, the Open Molecules 2025 dataset).

The geometry in XYZ format:
```
26
Properties=species:S:1:pos:R:3:forces:R:3
C 1.9490 1.2893 -0.8078 0.9 -0.7 0.6
Zr 0.3246 0.7375 0.5796 -1.6 -0.6 -3.4
N -1.4621 -0.8903 1.3626 -0.6 0.0 -0.2
N -0.3580 -0.7470 -1.1751 0.1 -0.1 -0.3
H -2.3476 -0.5744 0.9508 0.2 -0.3 0.0
H 0.0565 0.3045 2.2631 1.7 0.0 1.4
H 2.5544 1.9284 -0.1361 0.3 0.0 -0.3
H 1.7843 1.8180 -1.7616 0.0 -0.3 0.7
H 2.5358 0.3747 -1.0057 0.3 0.2 0.0
H -1.1658 -0.2796 -1.6111 0.3 -0.3 0.2
H -0.6477 -1.6714 -0.8688 0.1 0.0 -0.3
H 0.3250 -0.8711 -1.9268 -0.1 0.1 0.2
H -1.3384 -1.8759 1.1280 -0.2 0.1 0.1
H -1.6148 -0.8658 2.3754 0.2 0.1 -0.4
S -0.9140 2.2177 -1.4008 -0.2 0.0 0.0
C -1.2995 2.5657 0.2271 -0.9 0.9 0.2
C -2.6030 2.3359 0.7504 0.6 0.1 0.3
C -2.7594 2.1540 2.1182 0.0 0.5 0.0
C -1.6610 2.2572 2.9832 0.4 0.2 0.6
C -0.4015 2.6509 2.4999 -0.7 0.8 0.4
C -0.2290 2.9136 1.1163 -0.8 0.1 0.8
H -3.4355 2.3316 0.0489 0.2 -0.3 0.2
H -3.7620 1.9934 2.5208 0.3 -0.1 0.0
H -1.8003 2.0646 4.0607 0.2 0.2 -0.7
H 0.4327 2.8457 3.1869 -0.5 -0.1 -0.2
H 0.6467 3.4289 0.7058 -0.1 -0.4 0.1
```
Positions in Å, forces in eV/Å.

Computed properties:
Charge   +1
HOMO-LUMO gap   6.932 eV
Max |F|   3.80 eV Å⁻¹
Molecular weight   250.50 g/mol
Lowest unoccupied orbital energy   -4.412 eV
Highest occupied orbital energy   -11.344 eV

Listed below, in e, are the Löwdin charges computed for each atom: -0.341 1.428 -0.050 -0.060 0.065 -0.085 0.005 -0.006 -0.001 0.020 0.052 0.081 0.060 0.058 0.697 -0.828 -0.109 -0.071 -0.106 -0.138 -0.295 0.117 0.124 0.125 0.129 0.130

=====

No. 5
# C7H15N3O

2 unconnected molecules or ions with the total composition C7H15N3O (ωB97M-V with the def2-TZVPD basis set, the Open Molecules 2025 dataset).

The geometry in XYZ format:
```
26
Properties=species:S:1:pos:R:3:forces:R:3
C -1.8339 -1.8694 0.3849 0.9 0.1 0.3
C 2.0911 1.5264 -0.4425 0.6 0.1 -0.4
C -0.7020 1.2222 -0.7469 -0.9 -0.2 -0.5
C 1.3658 2.1169 -1.5863 -0.8 -0.1 0.0
C -1.4717 -2.6213 -0.8435 -0.3 -0.3 0.0
C 1.8208 0.4571 1.7529 0.5 -0.4 1.3
C -0.9510 -1.6350 1.3962 -0.2 0.1 -0.3
N 0.0924 1.9721 -1.7077 1.2 0.3 -0.1
N -0.0276 0.7794 0.4078 0.2 -0.2 1.2
N 1.2148 0.9168 0.5422 -0.8 0.3 -0.8
O -3.0763 -1.4211 0.3895 -0.6 0.1 -0.2
H 2.8269 0.7920 -0.8096 -0.2 0.1 0.0
H 2.6964 2.3164 0.0343 -0.2 -0.2 0.0
H -1.5565 1.8337 -0.4244 0.2 0.0 0.0
H -1.1385 0.3432 -1.2482 0.1 0.1 0.1
H 1.9282 2.6903 -2.3155 -0.1 0.0 -0.1
H -0.4091 -2.5829 -1.0612 0.1 0.0 0.0
H -1.7352 -3.6718 -0.6883 0.0 0.0 0.0
H -2.0674 -2.2879 -1.6908 0.0 0.1 -0.1
H 2.3337 1.2742 2.2671 -0.1 0.1 -0.1
H 1.0516 0.0554 2.4085 0.0 0.1 -0.1
H 2.5654 -0.3159 1.5424 -0.1 0.0 -0.2
H 0.0242 -2.0819 1.3760 0.2 -0.2 -0.1
H -1.2486 -1.1240 2.2954 -0.1 0.1 0.2
H -0.4136 2.4035 -2.4813 0.1 0.0 -0.1
H -3.3797 -1.0882 1.2489 0.2 -0.1 0.0
```
Positions in Å, forces in eV/Å.

Computed properties:
Charge   +2
HOMO-LUMO gap (spin up / spin down)   6.642 / 5.009 eV
Max |F|   1.50 eV Å⁻¹
Molecular weight   157.22 g/mol
Lowest unoccupied orbital energy (spin up / spin down)   -9.254 / -9.991 eV
Highest occupied orbital energy (spin up / spin down)   -15.896 / -15.000 eV
ΔE to the lowest compared entry with this formula, charge and spin   344.8 kJ/mol

Listed below, in e, are the Löwdin charges computed for each atom: -0.456 -0.024 -0.091 0.097 -0.007 0.037 0.074 0.167 0.170 -0.140 0.116 0.181 0.178 0.177 0.161 0.180 0.089 0.118 0.098 0.129 0.105 0.131 0.074 0.081 0.206 0.148

=====

Repeat the third record exactly.
# C7H15N2O

A gas-phase ion, C7H15N2O (charge +1) (ωB97M-V with the def2-TZVPD basis set, the Open Molecules 2025 dataset).

The geometry in XYZ format:
```
25
Properties=species:S:1:pos:R:3:forces:R:3
C -0.0922 1.7888 1.3845 -0.3 3.3 0.1
C 1.6863 0.9539 0.4124 -0.4 -1.5 -3.0
C -1.0828 1.4355 2.4149 -3.8 3.6 1.2
C 2.4824 -0.2842 0.3006 2.1 -1.6 1.0
C -1.8357 -1.3165 -0.8901 -0.7 0.6 -4.7
C -0.4957 -1.4541 -1.6361 2.7 1.8 3.5
C 0.0824 0.0170 -1.7772 -1.4 -0.2 -2.1
N -0.6103 1.3968 0.0697 -1.5 -0.4 -1.4
N 0.1863 0.7316 -0.5574 2.5 1.3 2.4
O 1.0311 1.0113 1.5898 1.7 1.1 -1.0
H 0.0918 2.9990 1.3750 -0.1 -2.9 -0.4
H 2.0476 1.8256 -0.2661 -0.5 -0.7 2.1
H -1.1373 2.1815 3.3175 0.1 -1.0 -2.0
H -0.8151 0.5861 2.8891 0.8 -3.2 1.1
H -2.1522 1.3221 1.9862 1.8 0.3 0.7
H 1.9445 -1.1969 0.5385 -0.9 0.0 -0.6
H 3.1429 -0.4043 1.1735 0.2 0.9 0.1
H 3.2033 -0.4901 -0.5173 -1.0 0.7 0.0
H -2.0940 -2.2667 -0.6254 -1.3 -2.8 0.3
H -1.8541 -0.8413 0.0259 0.5 1.6 1.7
H -2.6519 -0.8514 -1.6207 1.7 -1.0 1.7
H -0.4416 -1.6916 -2.6587 -0.8 -1.2 -1.1
H 0.3481 -2.1061 -1.0528 -2.3 1.4 -1.3
H 0.9849 0.0263 -2.3356 1.8 -0.3 0.5
H -0.4643 0.5545 -2.5804 -0.9 0.1 1.1
```
Positions in Å, forces in eV/Å.

Computed properties:
Charge   +1
HOMO-LUMO gap   10.284 eV
Max |F|   5.37 eV Å⁻¹
Molecular weight   143.21 g/mol
Lowest unoccupied orbital energy   -4.606 eV
Highest occupied orbital energy   -14.889 eV
Structure (SMILES)   CCC[N+]1=N[C@@H](C)O[C@H]1C
ΔE to the lowest compared entry with this formula, charge and spin   511.9 kJ/mol

Listed below, in e, are the Löwdin charges computed for each atom: -0.389 -0.189 -0.018 -0.027 -0.082 -0.159 -0.156 0.207 0.011 0.023 0.230 0.201 0.140 0.044 0.132 0.089 0.109 0.115 0.039 0.026 0.147 0.089 0.157 0.114 0.149

=====

Repeat the second record exactly.
# C7H15N2

A gas-phase ion, C7H15N2 (charge +1) (ωB97M-V with the def2-TZVPD basis set, the Open Molecules 2025 dataset).

The geometry in XYZ format:
```
24
Properties=species:S:1:pos:R:3:forces:R:3
C 0.2713 0.8739 1.0575 -1.4 -1.5 -2.4
C 0.1684 -0.3220 1.9763 -1.5 1.9 -0.5
C -0.6226 -0.9737 0.6956 -0.6 -0.7 0.9
C -0.0651 -2.2652 0.0986 -2.4 1.0 1.2
C 1.0078 -0.0176 -2.0858 -0.3 1.1 0.4
C -0.2349 2.2039 -1.5143 0.1 -0.9 0.0
C -0.2046 0.6380 -1.4141 -2.6 0.4 -1.3
N -0.2420 0.2604 -0.0213 1.6 1.5 3.4
N -0.4269 -0.0839 3.2471 0.7 -1.6 0.4
H 0.4733 1.9407 1.1179 0.4 -0.3 0.2
H 1.1455 -0.7598 2.2102 -0.1 -0.3 -0.7
H -1.7486 -0.9611 0.8676 1.5 0.0 -0.1
H 0.8162 -2.4615 0.5834 2.3 -0.8 1.1
H 0.1376 -2.0805 -0.8889 0.5 0.1 -2.5
H -0.7319 -3.1066 0.1666 -0.3 -0.2 0.2
H 1.3341 0.5902 -2.8915 0.5 1.2 -0.5
H 1.8262 -0.1400 -1.3883 0.2 -0.2 0.0
H 0.7911 -0.8648 -2.6567 -0.5 -2.0 -0.1
H -1.2805 2.4902 -1.4385 -0.1 0.3 -1.0
H 0.3846 2.5162 -2.3755 -1.0 0.1 0.2
H 0.1446 2.7420 -0.6624 0.8 -0.2 0.4
H -1.2671 0.2656 -1.8684 2.7 0.6 0.9
H -1.1601 0.5322 3.5629 -0.1 0.1 -1.0
H -0.5164 -1.0166 3.6221 -0.3 0.3 0.9
```
Positions in Å, forces in eV/Å.

Computed properties:
Charge   +1
HOMO-LUMO gap   8.826 eV
Max |F|   4.03 eV Å⁻¹
Molecular weight   127.21 g/mol
Lowest unoccupied orbital energy   -4.581 eV
Highest occupied orbital energy   -13.407 eV
Structure (SMILES)   CC(C)[N+]1=C[C@@H](N)[C@@H]1C
ΔE to the lowest compared entry with this formula, charge and spin   256.4 kJ/mol

Listed below, in e, are the Löwdin charges computed for each atom: 0.149 -0.255 -0.165 0.009 -0.027 -0.017 -0.321 -0.009 0.062 0.147 0.165 0.183 0.061 0.036 0.098 0.074 0.103 0.066 0.089 0.102 0.051 0.206 0.099 0.093

=====

What did the fifth record say?
# C7H15N3O

2 unconnected molecules or ions with the total composition C7H15N3O (ωB97M-V with the def2-TZVPD basis set, the Open Molecules 2025 dataset).

The geometry in XYZ format:
```
26
Properties=species:S:1:pos:R:3:forces:R:3
C -1.8339 -1.8694 0.3849 0.9 0.1 0.3
C 2.0911 1.5264 -0.4425 0.6 0.1 -0.4
C -0.7020 1.2222 -0.7469 -0.9 -0.2 -0.5
C 1.3658 2.1169 -1.5863 -0.8 -0.1 0.0
C -1.4717 -2.6213 -0.8435 -0.3 -0.3 0.0
C 1.8208 0.4571 1.7529 0.5 -0.4 1.3
C -0.9510 -1.6350 1.3962 -0.2 0.1 -0.3
N 0.0924 1.9721 -1.7077 1.2 0.3 -0.1
N -0.0276 0.7794 0.4078 0.2 -0.2 1.2
N 1.2148 0.9168 0.5422 -0.8 0.3 -0.8
O -3.0763 -1.4211 0.3895 -0.6 0.1 -0.2
H 2.8269 0.7920 -0.8096 -0.2 0.1 0.0
H 2.6964 2.3164 0.0343 -0.2 -0.2 0.0
H -1.5565 1.8337 -0.4244 0.2 0.0 0.0
H -1.1385 0.3432 -1.2482 0.1 0.1 0.1
H 1.9282 2.6903 -2.3155 -0.1 0.0 -0.1
H -0.4091 -2.5829 -1.0612 0.1 0.0 0.0
H -1.7352 -3.6718 -0.6883 0.0 0.0 0.0
H -2.0674 -2.2879 -1.6908 0.0 0.1 -0.1
H 2.3337 1.2742 2.2671 -0.1 0.1 -0.1
H 1.0516 0.0554 2.4085 0.0 0.1 -0.1
H 2.5654 -0.3159 1.5424 -0.1 0.0 -0.2
H 0.0242 -2.0819 1.3760 0.2 -0.2 -0.1
H -1.2486 -1.1240 2.2954 -0.1 0.1 0.2
H -0.4136 2.4035 -2.4813 0.1 0.0 -0.1
H -3.3797 -1.0882 1.2489 0.2 -0.1 0.0
```
Positions in Å, forces in eV/Å.

Computed properties:
Charge   +2
HOMO-LUMO gap (spin up / spin down)   6.642 / 5.009 eV
Max |F|   1.50 eV Å⁻¹
Molecular weight   157.22 g/mol
Lowest unoccupied orbital energy (spin up / spin down)   -9.254 / -9.991 eV
Highest occupied orbital energy (spin up / spin down)   -15.896 / -15.000 eV
ΔE to the lowest compared entry with this formula, charge and spin   344.8 kJ/mol

Listed below, in e, are the Löwdin charges computed for each atom: -0.456 -0.024 -0.091 0.097 -0.007 0.037 0.074 0.167 0.170 -0.140 0.116 0.181 0.178 0.177 0.161 0.180 0.089 0.118 0.098 0.129 0.105 0.131 0.074 0.081 0.206 0.148

=====

Question: What is the formula in the first record?
Answer: C7H15N2